No. 1
C4H5NO | ωB97M-V/def2-TZVPD

Results
Total energy ... -285.2503 a.u.
Molecular weight ... 83.09 g/mol
ΔE to the lowest compared entry with this formula, charge and spin ... 431.4 kJ/mol
Gap between HOMO and LUMO ... 8.3 eV
LUMO energy ... -0.011 hartree
SMILES ... C=C=C=N.C=O
HOMO ... -0.3144 hartree

```
! wB97M-V def2-TZVPD RIJCOSX def2/J DEFGRID3
* xyz 0 1
C -0.320 1.050 -0.619
C -1.036 0.656 -1.574
C 0.289 1.572 0.430
C 0.741 -1.745 1.477
N -1.722 0.300 -2.497
O -0.179 -2.458 1.202
H 1.294 1.847 0.283
H 0.042 1.523 1.395
H 1.518 -2.029 2.173
H 0.799 -0.660 1.216
H -1.425 -0.057 -3.486
*
```



No. 2
C6H12O | ωB97M-V/def2-TZVPD

Results
Total energy ... -310.9440 a.u.
Molecular weight ... 100.16 g/mol
ΔE to the lowest compared entry with this formula, charge and spin ... 302.5 kJ/mol
Gap between HOMO and LUMO ... 9.3 eV
LUMO energy ... 0.039 hartree
HOMO ... -0.3036 hartree

```
! wB97M-V def2-TZVPD RIJCOSX def2/J DEFGRID3
* xyz 0 1
C -2.397 -1.209 -0.721
C -1.180 -0.334 -0.487
C -1.551 0.967 0.261
C -0.159 -0.884 0.483
O 0.995 -0.650 -0.093
C 2.122 -0.359 0.748
C 2.748 0.845 0.068
H -3.132 -0.668 -1.327
H -2.120 -2.122 -1.258
H -2.864 -1.492 0.228
H -0.705 -0.067 -1.443
H -1.922 0.735 1.265
H -2.328 1.511 -0.286
H -0.685 1.631 0.374
H 1.737 -0.136 1.746
H 2.795 -1.218 0.798
H 1.936 1.502 -0.261
H 3.304 0.540 -0.823
H 3.407 1.408 0.730
*
```



No. 3
C42H65FeN2O2PSSe | ωB97M-V/def2-TZVPD

Results
Total energy ... -6304.1473 a.u.
Molecular weight ... 827.84 g/mol
ΔE to the lowest compared entry with this formula, charge and spin ... 18.3 kJ/mol
Gap between HOMO and LUMO ... 7.0 eV
LUMO energy ... 0.011 hartree
HOMO ... -0.2475 hartree

```
! wB97M-V def2-TZVPD RIJCOSX def2/J DEFGRID3
* xyz 0 1
Fe -0.610 1.422 1.198
C 4.021 -3.082 -2.223
C 2.956 -2.531 -3.173
C 3.671 -1.824 -4.334
C 2.148 -3.716 -3.723
C 2.017 -1.551 -2.472
C 2.109 -1.241 -1.128
C 1.221 -0.339 -0.551
Se 1.267 -0.034 1.331
C 0.169 -1.517 1.869
C 0.775 -2.705 2.244
C 0.012 -3.822 2.516
C -1.372 -3.674 2.382
C -2.020 -2.503 2.015
C -1.226 -1.347 1.738
O -1.740 -0.196 1.380
C -3.552 -2.586 1.881
C -4.261 -1.257 1.607
C -4.162 -3.139 3.181
C -3.888 -3.533 0.717
C 0.599 -5.174 2.918
C 0.045 -5.595 4.287
C 0.217 -6.233 1.872
C 2.124 -5.126 3.013
C 0.213 0.333 -1.279
O -0.537 1.247 -0.733
C 0.071 -0.052 -2.651
C 0.975 -0.950 -3.185
C -1.106 0.488 -3.470
C -2.417 0.050 -2.792
C -1.118 -0.056 -4.900
C -1.054 2.020 -3.572
H 4.680 -3.762 -2.766
H 3.570 -3.639 -1.399
H 4.637 -2.283 -1.805
H 4.334 -2.518 -4.856
H 4.270 -0.989 -3.963
H 2.957 -1.429 -5.059
H 2.810 -4.429 -4.222
H 1.400 -3.388 -4.447
H 1.629 -4.233 -2.914
H 2.858 -1.700 -0.496
H 1.856 -2.735 2.302
H -1.986 -4.547 2.569
H -4.096 -0.556 2.426
H -5.336 -1.443 1.530
H -3.914 -0.799 0.683
H -3.921 -2.485 4.022
H -3.802 -4.140 3.420
H -5.250 -3.193 3.087
H -3.473 -3.147 -0.216
H -4.971 -3.626 0.602
H -3.476 -4.530 0.881
H -1.042 -5.682 4.268
H 0.310 -4.860 5.050
H 0.456 -6.564 4.582
H -0.866 -6.334 1.784
H 0.625 -7.209 2.148
H 0.609 -5.958 0.891
H 2.456 -4.399 3.757
H 2.575 -4.869 2.052
H 2.505 -6.106 3.309
H 0.867 -1.224 -4.226
H -2.506 -1.038 -2.819
H -3.277 0.475 -3.318
H -2.442 0.365 -1.750
H -1.199 -1.145 -4.918
H -0.222 0.237 -5.451
H -1.983 0.349 -5.430
H -1.046 2.470 -2.580
H -1.918 2.392 -4.129
H -0.156 2.329 -4.115
C -1.800 3.916 0.496
C -0.828 4.401 1.550
N 0.216 3.382 1.738
C 0.793 3.359 3.078
C -0.227 2.940 4.125
S -1.232 1.558 3.502
C -2.861 2.354 3.204
C -3.306 2.304 1.741
N -2.226 2.541 0.777
H -2.643 4.605 0.374
H -1.263 3.878 -0.455
H -0.413 5.363 1.229
H -1.329 4.577 2.502
H 0.954 3.515 1.053
H 1.604 2.630 3.057
H 1.221 4.328 3.367
H 0.293 2.604 5.022
H -0.883 3.755 4.429
H -3.595 1.822 3.808
H -2.813 3.372 3.589
H -3.670 1.303 1.536
H -4.131 3.012 1.595
H -2.495 2.129 -0.112
C 2.834 2.178 -2.343
P 2.456 2.893 -0.698
C 4.181 3.151 -0.092
C 1.951 4.602 -1.090
C 1.045 4.854 -2.127
C 0.534 6.128 -2.333
C 0.909 7.177 -1.503
C 1.804 6.940 -0.469
C 2.318 5.667 -0.264
H 1.918 2.029 -2.912
H 3.262 1.187 -2.183
H 3.527 2.801 -2.911
H 4.780 3.773 -0.760
H 4.647 2.167 -0.011
H 4.183 3.588 0.907
H 0.733 4.047 -2.775
H -0.159 6.303 -3.146
H 0.512 8.171 -1.664
H 2.111 7.752 0.178
H 3.023 5.508 0.544
*
```



No. 4
HNO2 | ωB97M-V/def2-TZVPD

Results
Total energy ... -205.7368 a.u.
Molecular weight ... 47.01 g/mol
ΔE to the lowest compared entry with this formula, charge and spin ... 16.4 kJ/mol
Gap between HOMO and LUMO ... 10.9 eV
LUMO energy ... 0.001 hartree
SMILES ... O=NO
HOMO ... -0.4002 hartree

```
! wB97M-V def2-TZVPD RIJCOSX def2/J DEFGRID3
* xyz 0 1
H 0.965 -0.485 0.071
N -0.611 0.439 -0.253
O -0.728 0.522 0.898
O 0.374 -0.476 -0.716
*
```



No. 5
C6H14O2 | ωB97M-V/def2-TZVPD

Results
Total energy ... -387.4163 a.u.
Molecular weight ... 118.18 g/mol
ΔE to the lowest compared entry with this formula, charge and spin ... 239.5 kJ/mol
Gap between HOMO and LUMO ... 10.2 eV
LUMO energy ... 0.025 hartree
SMILES ... C=CC(=C)CC.O.O
HOMO ... -0.3517 hartree

```
! wB97M-V def2-TZVPD RIJCOSX def2/J DEFGRID3
* xyz 0 1
C 1.666 -0.895 1.289
C 0.336 -0.263 1.731
C -0.204 0.852 0.895
C -1.168 1.677 1.301
C 0.132 0.805 -1.601
C 0.481 1.175 -0.382
H 1.843 -1.824 1.819
H 2.514 -0.237 1.446
H 1.685 -0.945 0.198
H 0.344 -0.168 2.812
H -0.373 -1.105 1.657
H -1.566 2.433 0.634
H -1.770 1.487 2.180
H 0.693 0.921 -2.512
H -0.654 0.119 -1.713
H 1.484 1.573 -0.217
H -2.368 0.933 -2.046
H -3.001 0.313 -0.847
O -3.126 0.403 -1.800
H 0.642 -2.193 -2.270
H 1.012 -2.654 -0.865
O 1.397 -2.408 -1.709
*
```



No. 6
C5H8O | ωB97M-V/def2-TZVPD

Results
Total energy ... -270.3702 a.u.
Molecular weight ... 84.12 g/mol
ΔE to the lowest compared entry with this formula, charge and spin ... 492.8 kJ/mol
Gap between HOMO and LUMO ... 10.0 eV
LUMO energy ... 0.037 hartree
HOMO ... -0.3314 hartree

```
! wB97M-V def2-TZVPD RIJCOSX def2/J DEFGRID3
* xyz 0 1
O -0.724 2.056 0.047
C -0.559 0.919 0.699
C -1.070 -0.528 -0.471
C 0.320 -0.988 -0.081
C 1.390 -0.040 -0.535
C 0.745 0.163 0.795
H -1.161 0.948 -0.484
H -1.229 0.708 1.552
H -1.251 -0.519 -1.557
H -1.891 -1.043 0.028
H 0.550 -2.028 0.123
H 1.182 0.665 -1.337
H 2.407 -0.420 -0.511
H 1.291 0.108 1.732
*
```